No. 1
# C48H43Cl4CuF6N8O18S2

C48H43Cl4CuF6N8O18S2 as an isolated structure at a distorted geometry (ωB97M-V/def2-TZVPD, the Open Molecules 2025 dataset).

XYZ file:
```
130
Properties=species:S:1:pos:R:3:mulliken_spin:R:1
Cu 0.639 1.405 2.533 0.73
C 2.979 -1.863 1.822 0.00
F 3.911 -2.442 1.104 0.00
F 1.905 -2.639 1.919 0.00
F 3.422 -1.608 3.038 0.00
S 2.554 -0.207 0.990 0.01
O 3.138 0.825 1.812 0.01
O 2.992 -0.264 -0.357 0.01
N 0.915 -0.037 1.180 0.12
S 0.104 -0.990 0.147 0.03
O 0.861 -1.983 -0.531 0.03
O -1.108 -1.446 0.759 0.00
C -0.456 0.255 -1.138 0.01
F 0.508 1.169 -1.285 0.00
F -0.710 -0.339 -2.286 0.00
F -1.556 0.862 -0.704 0.00
Cl -3.755 -2.961 -1.026 0.00
C -4.243 -1.268 -1.283 0.00
C -5.595 -1.234 -1.958 0.00
Cl -6.085 0.490 -2.090 0.00
H -3.552 -0.812 -1.991 0.00
H -4.184 -0.720 -0.349 0.00
H -6.353 -1.745 -1.373 0.00
H -5.540 -1.618 -2.969 0.00
Cl -4.284 -5.116 2.275 0.00
C -2.608 -4.665 1.913 0.00
C -1.782 -4.456 3.166 0.00
Cl -1.362 -5.990 3.977 0.00
H -2.575 -3.686 1.433 0.00
H -2.159 -5.414 1.267 0.00
H -2.330 -3.803 3.838 0.00
H -0.836 -4.024 2.847 0.00
C -0.309 -6.507 -1.105 0.00
C 0.283 -5.279 -1.372 0.00
C -0.273 -4.434 -2.323 0.00
C -1.381 -4.871 -3.024 0.00
C -1.960 -6.103 -2.783 0.00
C -1.468 -6.901 -1.760 0.00
N -2.041 -3.937 -3.934 0.00
O -3.186 -4.170 -4.253 0.00
O -1.431 -2.946 -4.299 0.00
H 0.189 -7.195 -0.431 0.00
H 1.129 -4.890 -0.821 0.00
H 0.135 -3.452 -2.513 0.00
H -2.812 -6.390 -3.384 0.00
H -1.837 -7.911 -1.648 0.00
C 2.973 -4.166 7.162 0.00
C 1.820 -4.715 6.628 0.00
C 1.038 -3.981 5.750 0.00
C 1.415 -2.676 5.480 0.00
C 2.620 -2.143 5.891 0.00
C 3.393 -2.908 6.746 0.00
N 0.540 -1.884 4.629 0.00
O 0.986 -0.883 4.072 0.00
O -0.588 -2.278 4.456 0.00
H 3.590 -4.682 7.885 0.00
H 1.437 -5.698 6.871 0.00
H 0.143 -4.405 5.319 0.00
H 2.955 -1.167 5.579 0.00
H 4.285 -2.475 7.179 0.00
C -5.371 -2.049 3.638 0.00
C -4.881 -1.729 4.900 0.00
C -3.712 -1.011 5.029 0.00
C -3.100 -0.540 3.877 0.00
C -3.562 -0.869 2.619 0.01
C -4.747 -1.571 2.491 0.00
N -1.843 0.159 3.979 0.00
O -1.305 0.518 2.920 0.05
O -1.360 0.357 5.060 0.00
H -6.227 -2.694 3.489 0.00
H -5.405 -2.081 5.777 0.00
H -3.336 -0.830 6.025 0.00
H -3.057 -0.588 1.705 0.00
H -5.215 -1.743 1.532 0.00
C -1.876 0.978 -7.632 0.00
C -0.700 1.374 -8.239 0.00
C 0.508 1.061 -7.634 0.00
C 0.530 0.395 -6.423 0.00
C -0.647 -0.066 -5.863 0.00
C -1.861 0.248 -6.441 0.00
N 1.808 0.010 -5.841 0.00
O 2.794 0.657 -6.134 0.00
O 1.802 -0.904 -5.042 0.00
H -2.851 1.265 -8.011 0.00
H -0.695 1.996 -9.122 0.00
H 1.444 1.400 -8.061 0.00
H -0.615 -0.552 -4.898 0.00
H -2.754 -0.165 -5.994 0.00
C 6.065 5.323 2.183 0.00
C 5.414 4.296 2.849 0.00
C 4.257 3.750 2.330 0.00
C 3.635 4.404 1.280 0.00
C 4.245 5.462 0.631 0.00
C 5.485 5.897 1.051 0.00
N 2.349 3.944 0.804 0.00
O 1.795 3.021 1.415 0.00
O 1.842 4.489 -0.136 0.00
H 7.044 5.668 2.486 0.00
H 5.856 3.902 3.754 0.00
H 3.724 2.938 2.797 0.00
H 3.822 5.920 -0.253 0.00
H 5.903 6.806 0.640 0.00
C 4.680 2.274 -1.929 0.00
C 5.269 3.532 -2.029 0.00
C 4.836 4.444 -2.972 0.00
C 3.744 4.137 -3.761 0.00
C 3.095 2.924 -3.616 0.00
C 3.613 1.968 -2.767 0.00
N 3.362 5.066 -4.823 0.00
O 4.189 5.860 -5.212 0.00
O 2.225 4.974 -5.243 0.00
H 4.885 1.558 -1.145 0.00
H 6.170 3.705 -1.452 0.00
H 5.287 5.427 -3.004 0.00
H 2.260 2.744 -4.282 0.00
H 3.106 1.015 -2.685 0.00
C -3.078 6.257 -1.159 0.00
C -1.749 6.040 -0.795 0.00
C -1.382 4.971 -0.003 0.00
C -2.391 4.114 0.422 0.00
C -3.710 4.305 0.061 0.00
C -4.065 5.356 -0.758 0.00
N -2.050 2.923 1.184 0.00
O -2.907 2.109 1.375 0.00
O -0.864 2.790 1.526 0.00
H -3.284 7.127 -1.769 0.00
H -1.028 6.816 -1.022 0.00
H -0.368 4.895 0.355 0.00
H -4.483 3.632 0.406 0.00
H -5.063 5.560 -1.120 0.00
```

Computed properties:
LUMO (alpha / beta) in eV: -3.9541 / -7.0075
Frontier orbital gap (alpha / beta) in Ha: 0.268 / 0.155
2S+1: 2
Net charge: +1

No. 2
# CH3ClN2

CH3ClN2 in the gas phase at a distorted geometry (ωB97M-V/def2-TZVPD, the Open Molecules 2025 dataset).

XYZ file:
```
7
Properties=species:S:1:pos:R:3:mulliken_charge:R:1
C 0.280 0.088 -0.082 -0.63
N 1.620 -0.427 -0.019 -0.14
N 2.649 0.642 0.057 -0.10
Cl 4.117 -0.070 0.003 -0.01
H -0.169 0.750 -0.778 0.30
H 0.133 0.548 0.894 0.27
H -0.296 -0.807 -0.085 0.31
```

Computed properties:
LUMO (alpha / beta) in eV: -0.8106 / -0.8913
Frontier orbital gap (alpha / beta) in Ha: 0.341 / 0.341
2S+1: 1

Relative energy (zero: lowest compared OMol25 entry of this formula, charge and spin), record by record: 0.0000; 4.6936 eV